1.
Molecular formula: C20H40F6NaO10PS5
Method: DFT, ωB97M-V with the def2-TZVPD basis set

Geometry (Å):
Na: -0.13403 -0.69500 -0.40226
P: 2.41060 -0.84071 1.60523
F: 2.98475 0.14292 2.73327
F: 3.82791 -1.55760 1.42831
F: 1.96472 -1.90310 2.71633
F: 1.76535 -1.80763 0.44563
F: 0.94614 -0.09578 1.73073
F: 2.80013 0.23448 0.45627
C: -1.74026 1.18865 4.51998
C: -3.21396 1.42950 4.21896
C: -3.45537 0.91944 2.81605
S: -2.51555 -0.56835 2.66222
O: -1.82519 -0.57667 1.39653
O: -3.30947 -1.70596 3.04175
C: -1.36538 -0.19127 3.97323
H: -1.54515 1.19467 5.59183
H: -1.10923 1.94440 4.05330
H: -3.51143 2.47213 4.30101
H: -3.81796 0.83376 4.91184
H: -2.99446 1.60076 2.09174
H: -4.48015 0.83491 2.45926
H: -0.35994 -0.26380 3.56711
H: -1.47873 -0.97497 4.72197
C: 1.60408 4.89183 0.30936
C: 2.05372 4.25387 1.63272
C: 1.31138 2.93274 1.80957
S: -0.24201 3.10674 0.90763
O: -1.35100 3.20772 1.82436
O: -0.25694 2.13537 -0.15950
C: 0.09793 4.71333 0.19386
H: 2.11174 4.36250 -0.50027
H: 1.88558 5.94204 0.26845
H: 1.88505 4.90066 2.49426
H: 3.12285 4.04908 1.58681
H: 1.01843 2.73078 2.83642
H: 1.81862 2.07958 1.36707
H: -0.42670 5.42203 0.84031
H: -0.32732 4.78797 -0.80359
C: 4.87544 -1.90218 -2.88274
C: 3.92012 -1.95356 -4.08167
C: 3.38095 -0.52641 -4.21702
S: 3.06101 -0.03199 -2.52647
O: 1.68658 -0.28480 -2.20636
O: 3.60961 1.27259 -2.31295
C: 4.07720 -1.28877 -1.74338
H: 5.71474 -1.24147 -3.11890
H: 5.28261 -2.88574 -2.65874
H: 3.08888 -2.64342 -3.91807
H: 4.42542 -2.26563 -4.99586
H: 2.51434 -0.39400 -4.85848
H: 4.18784 0.10725 -4.58926
H: 3.44040 -2.01245 -1.23795
H: 4.64150 -0.76072 -0.97654
C: -0.89546 -5.45066 1.80804
C: -1.74713 -6.30791 0.85271
C: -1.92607 -5.46498 -0.40803
S: -1.98604 -3.75043 0.13018
O: -3.35913 -3.33229 0.06109
O: -0.95025 -2.99229 -0.52617
C: -1.49891 -4.05817 1.82218
H: 0.10028 -5.38347 1.35608
H: -0.80335 -5.89912 2.79366
H: -2.69862 -6.55543 1.32442
H: -1.20177 -7.22205 0.62440
H: -2.84337 -5.62174 -0.96989
H: -1.08375 -5.59837 -1.08625
H: -2.40931 -3.99022 2.41891
H: -0.81608 -3.30070 2.20130
C: -2.46858 3.17488 -2.71027
C: -1.26695 3.01764 -3.67001
C: -0.58159 1.70606 -3.35379
S: -1.94908 0.58540 -3.16066
O: -1.69019 -0.45993 -2.20205
O: -2.41503 0.21067 -4.46642
C: -3.03274 1.80136 -2.40497
H: -3.18435 3.88732 -3.11949
H: -2.12386 3.64215 -1.78472
H: -0.58659 3.86732 -3.62160
H: -1.65894 3.00344 -4.69065
H: -0.02971 1.74026 -2.41666
H: 0.06882 1.33795 -4.14318
H: -2.95022 1.54091 -1.34521
H: -4.06743 1.55268 -2.63630

Properties
highest occupied orbital energy = -10.07 eV
relative energy (zero: lowest compared OMol25 entry of this formula, charge and spin) = 0.0 kcal per mole
Kohn-Sham gap = 0.3779 Ha
energy = -4632.56981 hartree



2.
Molecular formula: C38H76Cl38FN2O5PS
Method: DFT, ωB97M-V with the def2-TZVPD basis set

Geometry (Å):
C: -5.38214 -0.07397 -2.20501
O: -5.10415 -1.51410 -2.49374
C: -3.71805 -1.64715 -2.96941
C: -2.60552 -1.83599 -1.77787
C: -3.07021 -2.94712 -0.63003
C: -3.95916 -2.27604 0.59411
C: -3.09690 -1.96012 1.95211
C: -3.62000 -0.60685 2.77571
C: -2.61506 0.66567 2.53360
C: -2.12892 1.43992 3.89326
C: -0.56831 1.18688 4.32356
C: 0.50884 1.37017 3.05684
C: 1.04468 -0.13919 2.70969
P: 2.00978 -0.30693 1.07211
C: 3.90311 -0.51000 0.93810
C: 4.78591 0.71387 1.57718
C: 5.68501 1.54849 0.44013
C: 4.80300 2.05049 -0.84679
N: 5.62999 2.18787 -2.14063
C: 4.78333 2.84368 -3.24172
C: 3.25660 2.37049 -3.64995
O: 5.27792 3.89349 -3.95532
N: 2.04057 1.44601 0.75373
C: 1.17326 1.72717 -0.30654
O: 0.16083 2.14942 -1.11031
S: 1.81260 -2.47682 1.25680
O: 2.73789 -3.23735 0.24439
O: 1.94662 -2.97179 2.71972
F: 0.18436 -2.86252 0.74681
H: -4.49517 0.30666 -1.51628
H: -5.53188 0.57392 -3.16979
H: -6.34345 -0.08775 -1.50040
H: -3.63526 -2.57649 -3.71174
H: -3.47968 -0.69202 -3.64334
H: -1.59758 -2.17808 -2.31777
H: -2.36886 -0.79138 -1.28712
H: -3.81375 -3.68230 -1.20567
H: -2.18248 -3.61938 -0.26151
H: -4.78960 -3.09122 0.86049
H: -4.53667 -1.36081 0.14524
H: -3.27858 -2.87238 2.69102
H: -1.94302 -1.86662 1.76724
H: -4.69616 -0.38790 2.36469
H: -3.69231 -0.85281 3.91810
H: -3.23918 1.46398 1.90275
H: -1.75552 0.30440 1.82687
H: -2.78991 1.13790 4.83134
H: -2.27241 2.61098 3.77182
H: -0.44153 0.07123 4.72843
H: -0.19148 1.87392 5.21787
H: -0.12487 1.87779 2.19794
H: 1.43005 2.03390 3.33970
H: 0.08508 -0.83638 2.66193
H: 1.67814 -0.49577 3.64888
H: 1.19797 -0.44454 -0.14515
H: 4.15503 -0.70800 -0.20836
H: 4.17666 -1.49656 1.55241
H: 4.18405 1.43531 2.29243
H: 5.60698 0.20045 2.27561
H: 6.54344 0.82508 0.08959
H: 6.23357 2.45046 0.99572
H: 4.42284 3.15878 -0.62033
H: 3.89467 1.36741 -1.12546
H: 5.80921 1.20849 -2.51632
H: 3.14408 1.23502 -3.36488
H: 2.50952 2.99343 -2.97476
H: 2.96350 2.58148 -4.76336
C: -5.09527 -5.33478 -4.86807
Cl: -4.81465 -5.06916 -3.14311
Cl: -3.58474 -5.70445 -5.70880
H: -5.78537 -6.17303 -4.99139
H: -5.53136 -4.43116 -5.30085
C: 8.00380 -1.63980 2.06952
Cl: 8.17805 -0.06126 1.29321
Cl: 6.52016 -2.44591 1.54590
H: 8.86056 -2.26371 1.80346
H: 7.97028 -1.50168 3.15294
C: -4.15669 0.02516 -6.79542
Cl: -4.54192 1.23916 -5.56961
Cl: -3.13923 -1.25550 -6.12471
H: -5.08614 -0.41542 -7.16434
H: -3.62471 0.50755 -7.61901
C: 3.29037 4.64265 4.02552
Cl: 4.09143 3.27313 4.80495
Cl: 1.53958 4.57331 4.26031
H: 3.67087 5.57098 4.45856
H: 3.50692 4.61912 2.95475
C: -2.68278 -6.23280 -9.53499
Cl: -3.97294 -5.04315 -9.74721
Cl: -2.87415 -7.58570 -10.65669
H: -1.71994 -5.75044 -9.72039
H: -2.71401 -6.61260 -8.51089
C: -5.51939 -0.23741 6.56226
Cl: -6.43640 -0.66516 5.11280
Cl: -3.78172 -0.41825 6.29210
H: -5.73240 0.80184 6.82431
H: -5.82228 -0.89398 7.38152
C: -1.06341 4.46582 1.88149
Cl: -0.88915 6.04436 1.10518
Cl: -2.54705 3.65971 1.35787
H: -0.20665 3.84191 1.61543
H: -1.09693 4.60394 2.96491
C: -1.94047 8.98080 -0.71585
Cl: -0.20533 9.12942 -1.01921
Cl: -2.63157 10.52566 -0.20502
H: -2.43570 8.65582 -1.63412
H: -2.10180 8.24101 0.07199
C: -1.90140 -2.22419 -10.67840
Cl: -2.28663 -1.01019 -9.45259
Cl: -0.88394 -3.50486 -10.00769
H: -2.83085 -2.66477 -11.04732
H: -1.36942 -1.74180 -11.50200
C: 8.49221 4.77448 -2.94273
Cl: 9.95519 4.21292 -3.76076
Cl: 8.76589 4.96027 -1.20614
H: 8.19849 5.73996 -3.36186
H: 7.69393 4.04533 -3.10107
C: -7.75283 -5.45795 -9.33119
Cl: -7.67674 -3.73797 -9.73204
Cl: -8.15849 -5.69667 -7.62718
H: -8.51821 -5.93382 -9.94912
H: -6.78026 -5.91354 -9.53256
C: -5.93837 3.61109 8.65030
Cl: -6.55526 1.98641 8.32678
Cl: -4.71528 4.07558 7.46140
H: -6.76699 4.32200 8.60455
H: -5.49085 3.62978 9.64698
C: 6.32114 -6.13434 2.58647
Cl: 6.67300 -7.85360 2.37399
Cl: 7.74541 -5.14599 2.24031
H: 5.51598 -5.84902 1.90500
H: 6.00956 -5.95995 3.61919
C: -4.96875 -3.98922 5.56726
Cl: -5.88576 -4.41698 4.11780
Cl: -3.23108 -4.17006 5.29711
H: -5.18176 -2.94997 5.82931
H: -5.27164 -4.64579 6.38652
C: -10.49531 0.45261 8.83616
Cl: -9.03233 -0.10896 8.01813
Cl: -10.22163 0.63840 10.57275
H: -10.78903 1.41809 8.41703
H: -11.29359 -0.27654 8.67782
C: 6.20916 -11.69290 1.20275
Cl: 7.76757 -11.69723 2.03712
Cl: 6.41696 -11.94631 -0.53443
H: 5.58671 -12.49478 1.60727
H: 5.72101 -10.72899 1.36578
C: 11.71862 -2.72085 1.86635
Cl: 11.79471 -1.00087 1.46550
Cl: 11.31296 -2.95957 3.57035
H: 10.95324 -3.19672 1.24842
H: 12.69118 -3.17644 1.66497
C: -1.55280 10.51134 -4.08155
Cl: -2.09073 11.64550 -5.32618
Cl: -1.89228 8.84165 -4.55282
H: -0.47616 10.62781 -3.93534
H: -2.07772 10.73146 -3.14881
C: 7.21127 7.73250 0.72938
Cl: 7.28736 9.45248 0.32853
Cl: 6.80561 7.49378 2.43339
H: 6.44589 7.25663 0.11145
H: 8.18383 7.27691 0.52801

Properties
highest occupied orbital energy = -9.25 eV
Kohn-Sham gap = 0.3097 Ha
energy = -20305.32295 hartree



3.
Molecular formula: C2H3BrN2S
Method: DFT, ωB97M-V with the def2-TZVPD basis set

Geometry (Å):
C: -0.77759 -1.50834 -0.81490
C: 0.82329 1.71630 0.59305
N: -0.46931 -1.17703 0.35157
N: -0.18339 -0.81312 1.38363
S: 2.38603 1.36681 0.66741
Br: -0.17386 1.87441 -1.01952
H: -1.77297 -1.83745 -1.03157
H: -0.03420 -1.50160 -1.59064
H: 0.20200 1.88002 1.46097

Properties
highest occupied orbital energy = -8.78 eV
relative energy (zero: lowest compared OMol25 entry of this formula, charge and spin) = 55.1 kcal per mole
Kohn-Sham gap = 0.3009 Ha
energy = -3159.61852 hartree



4.
Molecular formula: C4H9BrO2
Method: DFT, ωB97M-V with the def2-TZVPD basis set

Geometry (Å):
C: -1.13270 1.38848 -0.60970
C: 0.11397 -1.72492 -0.39480
C: 0.05742 0.97343 0.12214
C: 0.86179 -0.52585 -0.76694
O: 0.47417 0.61927 2.45494
O: -0.38143 0.49035 1.33293
Br: 2.70131 -0.60471 -0.09301
H: -1.75342 0.44680 -0.64280
H: -1.02368 1.75007 -1.71471
H: -1.68670 2.22494 -0.18173
H: -0.10958 -2.47254 -1.12160
H: 0.44741 -2.24529 0.46873
H: -0.82635 -1.30403 -0.01095
H: 0.76760 1.71820 0.24213
H: 0.80918 -0.49529 -1.86011
H: 0.68103 -0.23889 2.77550

Properties
highest occupied orbital energy = -9.16 eV
relative energy (zero: lowest compared OMol25 entry of this formula, charge and spin) = 110.4 kcal per mole
Kohn-Sham gap = 0.3683 Ha
energy = -2882.13495 hartree



5.
Molecular formula: C11H5F3N2O2
Method: DFT, ωB97M-V with the def2-TZVPD basis set

Geometry (Å):
N: 2.55600 0.34627 -4.37328
O: -0.66576 1.53540 -3.12260
F: 4.05981 -0.25860 -1.50041
F: 2.97518 -2.19483 -1.34741
F: 3.41207 -1.01202 0.46302
C: 1.92072 0.40984 -3.39560
O: -2.48708 1.06543 1.39264
C: -0.16722 0.91117 -2.17296
C: -3.10210 0.80888 2.57190
C: -2.52354 -0.29188 3.14185
C: -1.45278 -0.73722 2.28750
C: 0.71014 -0.42559 0.16337
C: 1.18527 0.33268 -2.15085
C: -1.48095 0.13186 1.21409
C: -0.52979 0.13925 0.09416
C: 1.67927 -0.26281 -0.97199
N: -0.90330 0.91139 -1.01585
C: 3.09259 -0.93275 -0.85329
H: -3.95564 1.39162 2.90703
H: -2.73714 -0.69862 4.15566
H: -0.78533 -1.58951 2.49310
H: 1.00681 -0.89690 1.08864
H: -1.80723 1.31696 -1.06873

Properties
highest occupied orbital energy = -8.91 eV
relative energy (zero: lowest compared OMol25 entry of this formula, charge and spin) = 0.0 kcal per mole
Kohn-Sham gap = 0.2806 Ha
energy = -981.74830 hartree